1.
This record from the Open Molecules 2025 dataset describes a molecular structure, C15H26IrN3O2 at a distorted geometry. The level of theory is ωB97M-V/def2-TZVPD.

Its energy above the lowest of the compared OMol25 structures with the same formula, charge and spin is 91.6 kcal per mole. The multiplicity is 2. For the max |F|, the calculation gives 3.234 eV/Å. The total charge is +3. The calculation puts the total energy at -27349.990 eV.

Atoms and positions in Å:
Ir1 -0.49 -0.88 -0.57
N1 -0.67 -1.29 1.81
C1 0.61 -1.41 2.53
C2 1.44 -2.60 2.02
C3 2.79 -2.25 1.39
C4 2.76 -1.32 0.18
N2 1.71 -1.66 -0.80
H1 -1.22 -0.53 2.22
H2 -1.20 -2.15 1.95
H3 0.41 -1.55 3.60
H4 1.16 -0.46 2.43
H5 0.83 -3.17 1.32
H6 1.66 -3.27 2.86
H7 3.25 -3.20 1.09
H8 3.46 -1.81 2.13
H9 3.75 -1.37 -0.30
H10 2.63 -0.28 0.48
H11 1.69 -2.68 -0.92
H12 1.97 -1.28 -1.71
N3 -2.39 -1.84 -4.39
C5 -2.02 -1.80 -3.14
O1 -0.96 -1.27 -2.77
C6 -2.94 -2.41 -2.09
C7 -2.30 -2.56 -0.75
H13 -1.82 -1.43 -5.12
H14 -3.26 -2.29 -4.69
H15 -3.26 -3.40 -2.46
H16 -3.84 -1.78 -2.05
H17 -1.62 -3.41 -0.67
H18 -3.00 -2.47 0.07
C8 -2.50 3.21 -0.48
C9 -1.27 2.40 -0.31
O2 -1.32 1.19 -0.55
C10 -0.06 3.05 0.21
C11 0.06 4.44 0.38
C12 1.20 4.97 0.97
C13 2.27 4.17 1.32
C14 2.19 2.79 1.12
C15 1.05 2.25 0.54
H19 -3.36 2.57 -0.68
H20 -2.39 3.89 -1.33
H21 -2.68 3.82 0.41
H22 -0.72 5.10 0.03
H23 1.23 6.03 1.21
H24 3.15 4.59 1.79
H25 3.01 2.16 1.42
H26 1.00 1.19 0.31



2.
This record from the Open Molecules 2025 dataset describes 10 unconnected molecules or ions with the total composition C18H56N4O18 at a distorted geometry. The level of theory is ωB97M-V/def2-TZVPD.

Its energy above the lowest of the compared OMol25 structures with the same formula, charge and spin is 162.5 kcal per mole. Its SMILES is NC(N)=O.NC(N)=O.OCCO.OCCO.OCCO.OCCO.OCCO.OCCO.OCCO.OCCO. The multiplicity is 1. For the max |F|, the calculation gives 7.109 eV/Å. The calculation puts the total energy at -62380.977 eV.

Atoms and positions in Å:
N1 3.99 8.10 -3.05
C1 5.18 7.60 -2.71
N2 6.06 8.45 -3.04
O1 5.45 6.49 -2.30
H1 4.09 8.93 -3.61
H2 3.20 7.48 -2.95
H3 7.03 8.15 -2.97
H4 5.89 9.40 -3.32
N3 -4.48 -8.37 -0.67
C2 -5.27 -7.39 -0.90
N4 -6.14 -7.63 -1.80
O2 -5.33 -6.44 -0.22
H5 -3.77 -8.23 0.04
H6 -4.68 -9.22 -1.17
H7 -6.17 -8.48 -2.34
H8 -6.99 -7.09 -1.70
O3 3.31 6.46 4.58
C3 3.89 5.37 5.23
C4 3.84 4.09 4.40
O4 2.53 3.77 3.94
H9 3.75 6.36 3.74
H10 4.89 5.58 5.61
H11 3.36 5.21 6.17
H12 4.36 3.33 5.00
H13 4.57 4.15 3.58
H14 2.48 4.04 3.02
O5 -5.84 3.58 2.47
C5 -6.99 2.77 2.19
C6 -7.55 2.86 0.80
O6 -7.59 4.16 0.22
H15 -5.36 3.15 3.18
H16 -6.96 1.75 2.56
H17 -7.80 3.16 2.81
H18 -8.47 2.32 0.57
H19 -6.85 2.30 0.17
H20 -6.65 4.35 0.28
O7 -1.22 13.06 0.59
C7 -0.36 11.96 0.22
C8 -1.18 10.66 0.09
O8 -2.00 10.58 -1.06
H21 -1.34 13.66 -0.15
H22 0.25 12.18 -0.64
H23 0.46 11.84 0.92
H24 -1.73 10.68 1.04
H25 -0.40 9.91 0.02
H26 -2.40 11.45 -1.13
O9 2.41 -9.27 -1.13
C9 3.07 -8.51 -0.11
C10 2.39 -7.18 0.30
O10 1.59 -7.24 1.48
H27 2.98 -9.83 -1.66
H28 3.20 -9.21 0.72
H29 3.97 -8.26 -0.67
H30 1.89 -6.74 -0.56
H31 3.03 -6.30 0.36
H32 1.07 -6.47 1.23
O11 0.66 -5.94 -6.54
C11 -0.21 -6.62 -7.45
C12 -0.59 -8.00 -6.97
O12 -1.02 -7.93 -5.64
H33 0.40 -5.02 -6.62
H34 -1.16 -6.15 -7.71
H35 0.24 -6.55 -8.44
H36 0.30 -8.62 -7.10
H37 -1.49 -8.37 -7.46
H38 -0.24 -8.06 -5.10
O13 -0.67 2.59 -0.81
C13 -1.03 1.63 -1.78
C14 -1.05 0.26 -1.02
O14 -2.25 -0.03 -0.49
H39 -1.50 2.56 -0.34
H40 -2.00 1.96 -2.16
H41 -0.19 1.58 -2.46
H42 -0.20 0.27 -0.33
H43 -0.82 -0.52 -1.75
H44 -2.22 -0.89 -0.08
O15 7.75 1.08 -0.66
C15 6.97 -0.05 -0.38
C16 6.47 -0.79 -1.69
O16 7.65 -1.25 -2.39
H45 7.15 1.81 -0.85
H46 7.63 -0.65 0.24
H47 6.09 0.21 0.22
H48 5.93 -0.10 -2.34
H49 5.92 -1.70 -1.47
H50 8.11 -0.41 -2.42
O17 -2.80 -4.13 5.83
C17 -3.24 -4.95 6.87
C18 -3.77 -6.35 6.48
O18 -4.84 -6.06 5.71
H51 -2.69 -3.28 6.26
H52 -2.43 -4.92 7.60
H53 -4.00 -4.45 7.48
H54 -3.94 -6.94 7.38
H55 -3.10 -6.94 5.86
H56 -4.47 -5.78 4.86



3.
This record from the Open Molecules 2025 dataset describes a molecular structure, C6H13O2 at a distorted geometry. The level of theory is ωB97M-V/def2-TZVPD.

Its energy above the lowest of the compared OMol25 structures with the same formula, charge and spin is 145.4 kcal per mole. The multiplicity is 1. For the max |F|, the calculation gives 2.817 eV/Å. The total charge is -1. The calculation puts the total energy at -10523.401 eV.

Atoms and positions in Å:
C1 -0.67 -2.63 1.03
O1 -1.63 -3.54 1.02
C2 -0.43 -1.91 -0.34
C3 0.78 -0.98 -0.36
C4 0.53 0.42 0.17
C5 -0.59 1.17 -0.23
C6 -0.72 2.58 0.22
H1 0.31 -2.93 1.47
H2 -0.99 -1.74 1.70
H3 -0.32 -2.61 -1.17
H4 -1.38 -1.40 -0.54
H5 1.59 -1.46 0.21
H6 1.14 -0.91 -1.39
H7 1.14 0.63 1.04
H8 -1.34 0.67 -0.83
H9 0.16 3.01 -0.28
H10 -0.72 2.66 1.30
H11 -1.63 3.04 -0.17
H12 2.45 2.05 -0.93
H13 0.62 1.27 -0.75
O2 1.71 2.61 -1.16



> Which value of multiplicity does entry 2 give?

1



> Which of these has the highest max |F|?

C18H56N4O18